Below is the molecule C4H6N2 in a non-equilibrium geometry, with properties calculated with ωB97M-V with the def2-TZVPD basis set.

Computed properties:
Net charge: 0
HOMO level: -8.4 eV
E_tot: -265.48433 Eh
ΔE to the lowest compared entry with this formula, charge and spin: 1.394 eV

Each line ends with the Löwdin charge.
Cartesian coordinates (Å):
N -0.26364 0.99845 0.17498  0.05
N 0.35486 -0.14261 -1.60050  0.02
C 0.13435 -0.25231 0.67683  -0.34
C -0.12310 1.02201 -1.21114  -0.20
C 0.62771 -0.84558 -0.44198  -0.16
C -0.47372 -0.78617 1.85984  -0.04
H -0.88699 1.67721 0.62490  0.15
H 0.35774 -1.29498 2.32036  0.09
H -0.59756 1.89702 -1.76369  0.13
H -0.85235 -0.02732 2.50947  0.08
H -1.18931 -1.47758 1.54675  0.07
H 1.53845 -1.59293 -0.56049  0.14

Cartesian forces (eV/Å) of the 2 atoms listed first:
N -1.16 0.58 -0.51
N 0.89 1.61 -0.12

Below is a cluster of 4 separate species, C19H34NO9 in total in a non-equilibrium geometry, with properties calculated with ωB97M-V with the def2-TZVPD basis set.

Computed properties:
Net charge: +1
HOMO level: -12.5 eV
E_tot: -1475.79576 Eh

Each line ends with the Löwdin charge.
Cartesian coordinates (Å):
O -2.82988 1.28990 2.70347  -0.01
O 0.11263 -0.36498 -6.17279  0.11
O -0.15488 -1.41102 6.25828  0.10
O -0.04801 1.84591 -5.57487  -0.01
O -4.21141 -0.25340 1.97367  0.02
O -2.10372 -0.14322 1.06329  0.09
O 0.46737 1.35733 -7.65301  0.03
O -0.23435 -3.44083 5.18273  0.02
O -1.95949 -2.09246 5.01316  -0.01
N 2.31597 2.50761 -2.02445  0.08
C 1.30021 0.87232 -0.49046  -0.06
C -2.62432 -0.89111 5.39678  -0.04
C -2.96583 0.26234 1.82949  -0.55
C 0.96693 -4.23195 7.14149  -0.07
C 3.03377 3.60478 0.11533  -0.07
C 1.06179 -3.77081 5.69787  -0.22
C 0.69973 0.41245 -8.70535  -0.21
C -0.61279 -0.13145 -9.24124  -0.06
C 2.43057 3.74991 -1.40018  0.11
C 5.16683 1.84685 -0.24001  -0.06
C 0.18018 0.82639 -6.43898  -0.55
C -0.45079 1.42141 -4.27488  -0.07
C 6.42574 1.39943 -0.74304  0.09
C -1.52646 1.86723 2.71722  -0.06
C 3.56515 2.05650 0.19336  -0.21
C 2.73479 1.38889 -1.09569  -0.26
C -0.72128 -2.22939 5.54819  -0.55
C -4.51583 -1.38331 1.14611  -0.21
C -3.91178 -2.65185 1.72200  -0.06
H 1.44965 -4.58806 5.08087  0.12
H 3.35091 1.45896 1.18954  0.16
H -1.46043 1.00169 -4.31734  0.11
H 3.42461 0.61253 -1.68052  0.18
H -3.54053 -0.80596 4.80571  0.09
H 1.08756 -0.27455 -0.74293  0.12
H -5.60660 -1.47748 1.12666  0.13
H 1.26129 0.94420 0.68714  0.09
H 4.04761 4.20878 0.03881  0.14
H -1.20736 2.15523 1.71046  0.08
H -0.44006 -0.77647 -10.10699  0.08
H 0.24246 -5.04671 7.23950  0.08
H -2.81800 -2.60896 1.71385  0.08
H 7.29003 0.74216 -1.22766  0.08
H -2.00430 -0.01123 5.19742  0.09
H -4.18885 -1.21117 0.11407  0.12
H 0.38657 1.50046 -0.89479  0.10
H 1.97870 2.35591 -3.00523  0.17
H 1.75285 -2.92717 5.58662  0.12
H -1.14109 -0.71338 -8.47932  0.08
H -0.81427 1.16610 3.16280  0.09
H -4.22511 -3.52638 1.14541  0.08
H -1.56001 2.76770 3.33698  0.10
H 2.49130 4.09651 1.02656  0.15
H -2.89786 -0.93959 6.45516  0.11
H -1.27869 0.68660 -9.53394  0.08
H 0.62445 -3.42268 7.79423  0.08
H 1.36424 -0.39177 -8.36870  0.13
H 0.25302 0.69452 -3.85698  0.09
H 2.10785 4.73082 -1.98815  0.18
H -0.46716 2.29785 -3.62094  0.08
H 1.93984 -4.57579 7.50294  0.08
H -4.21627 -2.78526 2.76496  0.08
H 1.22281 0.94915 -9.50370  0.13

Cartesian forces (eV/Å) of the 2 atoms listed first:
O -0.11 -0.60 -0.70
O 0.19 1.94 -0.13

Below is a structure of composition C17H19AsF6IrN3O2, with properties calculated with ωB97M-V with the def2-TZVPD basis set.

Computed properties:
Net charge: +1
HOMO level (spin up / spin down): -11.5 / -11.5 eV
E_tot: -3913.07351 Eh
Spin multiplicity: 2
ΔE to the lowest compared entry with this formula, charge and spin: 0.934 eV
<S²>: 0.757

Each line ends with the Mulliken spin population.
Cartesian coordinates (Å):
Ir -0.17235 -0.35899 0.80949  0.80
As 0.03470 0.23992 3.91310  0.00
F -1.34137 -0.56982 3.20738  0.01
F 1.49705 1.00309 4.31297  0.00
F 0.00022 1.27764 2.40150  0.01
F 0.14506 -0.90991 5.14698  0.00
F 0.95473 -0.88296 2.77455  0.04
F -0.95892 1.33096 4.73194  0.00
O -2.07982 -0.09780 0.50779  0.13
O -3.18295 3.59068 -1.28621  0.00
N -1.34684 1.75132 -0.62890  0.01
N -0.15729 1.14908 -0.38868  -0.03
N 1.85897 -0.25708 0.34410  0.03
C 0.05570 -4.16722 -1.40818  0.00
C 2.86284 -1.05911 0.69906  -0.02
C -4.70126 0.70953 0.44581  0.00
C -3.69749 1.51480 -0.13029  0.01
C -5.39211 3.14633 -0.70837  0.00
C -0.60072 -2.06505 -0.28278  -0.03
C 3.43963 1.34635 -0.48388  0.00
C -6.34865 2.33804 -0.14029  0.00
C -2.33476 1.06330 -0.08006  0.01
C 0.98208 1.68656 -0.66546  0.03
C 0.76017 -3.78269 0.96653  0.00
C 2.13843 0.93171 -0.26089  0.01
C -4.05245 2.75279 -0.71636  0.00
C -6.01040 1.10946 0.44102  0.00
C 4.18447 -0.70276 0.49494  0.01
C 0.48868 -3.11383 -0.38090  0.01
C 4.47767 0.51757 -0.09049  0.00
H -6.77436 0.48689 0.88336  0.00
H 3.62716 2.29844 -0.95979  0.00
H 0.87355 -3.07693 1.79411  0.00
H 1.65904 -4.39942 0.92335  0.00
H -0.08977 -3.72879 -2.39562  0.00
H -4.41565 -0.22986 0.89672  0.00
H 0.81297 -4.94718 -1.49064  0.00
H 2.59544 -1.98397 1.18670  0.00
H -2.28244 3.22584 -1.24817  0.00
H 4.96651 -1.37653 0.81289  0.00
H 1.39664 -2.64656 -0.77278  0.00
H -7.38110 2.66188 -0.14269  0.00
H -0.07142 -4.43979 1.22784  0.00
H -0.98216 -1.78397 -1.26359  -0.02
H -1.44536 -2.39755 0.33397  0.00
H -5.64521 4.09561 -1.15908  0.00
H 5.50421 0.82124 -0.24257  0.00
H 1.01848 2.64584 -1.16335  0.00
H -0.87756 -4.64261 -1.10077  0.00

Cartesian forces (eV/Å) of the 2 atoms listed first:
Ir 0.65 0.19 0.03
As -0.20 -0.04 0.16

The lowest net charge belongs to which entry? C4H6N2

What is the E_tot in the second record? -1475.79576 Eh

What is the net charge in the first record? 0

Look up the E_tot of the first one. -265.48433 Eh